Entry from the Open Molecules 2025 dataset: the molecule C20H19N3O4 in a non-equilibrium geometry (ωB97M-V with the def2-TZVPD basis set).

XYZ file:
```
46
Properties=species:S:1:pos:R:3:forces:R:3:lowdin_charge:R:1
C 4.4223 0.2994 -1.1483 -0.1330 0.1198 0.1383 -0.045
C 3.2930 0.5365 -0.1436 0.3230 -0.4037 -0.1102 -0.336
C 3.2674 -0.5655 0.9221 -0.0803 0.2614 0.1996 -0.142
C 2.6294 -0.1132 2.2409 -0.0317 0.0564 -0.3310 -0.110
C 1.2002 0.2893 2.1180 -0.1755 -0.8209 0.3279 -0.289
C 0.0447 -0.4211 2.2560 0.5599 0.2272 -0.0545 -0.011
C -1.0146 0.5096 2.1171 0.1193 0.5947 -0.0450 -0.059
C -0.4272 1.7140 1.8957 -0.8173 -0.3161 0.0850 -0.116
O 0.9129 1.5912 1.8899 0.4873 0.2228 0.0209 0.039
N 2.0234 0.6300 -0.8587 0.0522 0.4088 0.1795 0.117
C 1.4830 -0.3676 -1.5716 -0.6612 0.4471 -0.2375 -0.475
O 1.8491 -1.5233 -1.5814 0.2124 -0.4711 -0.1485 0.061
C 0.3081 0.0966 -2.4584 0.5083 -0.4950 -0.1798 -0.025
N -0.6439 0.9156 -1.7714 -0.6317 -0.1009 0.3445 -0.076
N -0.5199 2.2492 -1.8622 0.4024 0.7511 -0.2843 0.097
C -1.5477 2.7816 -1.2425 -0.1797 -0.3756 0.1176 -0.054
C -2.3763 1.7706 -0.7233 0.3812 -0.7021 -0.3858 -0.076
C -3.6343 1.8043 -0.0170 -0.0034 0.5632 0.0039 -0.412
O -4.2501 2.7791 0.3252 0.1747 -0.3077 -0.0757 0.132
O -4.1592 0.5654 0.2594 -0.2731 0.0476 0.1513 0.118
C -3.5192 -0.6061 0.0057 0.4807 -0.6579 -0.2237 -0.195
C -4.1538 -1.7617 0.4537 0.0093 0.2873 -0.0183 0.010
C -3.5506 -2.9900 0.2836 0.0486 0.0821 -0.0114 -0.067
C -2.3012 -3.0783 -0.3176 0.0626 -0.1067 -0.0327 -0.073
C -1.6658 -1.9448 -0.7776 -0.1349 0.0745 0.0452 -0.005
C -2.2734 -0.6929 -0.6491 -0.4023 -0.2188 0.1468 -0.075
C -1.7420 0.5699 -1.0699 -0.3688 0.9369 0.1300 -0.096
H 4.2981 -0.6743 -1.6145 0.0278 -0.0933 -0.0520 0.079
H 5.3853 0.3307 -0.6469 0.1354 -0.0122 0.0453 0.078
H 4.4086 1.0641 -1.9221 0.0284 0.0633 -0.0744 0.080
H 3.4388 1.5053 0.3450 -0.0510 -0.0735 -0.0475 0.148
H 4.2943 -0.8682 1.1299 0.0532 -0.0330 -0.0292 0.117
H 2.7373 -1.4298 0.5250 0.0994 -0.0192 0.0134 0.111
H 2.6945 -0.9334 2.9576 -0.0113 0.0906 0.0569 0.122
H 3.1907 0.7368 2.6363 0.0261 -0.0443 0.1176 0.124
H -0.0451 -1.4719 2.4403 0.0702 -0.2539 0.0806 0.114
H -2.0624 0.3063 2.1979 -0.2677 0.0342 -0.0014 0.107
H -0.8336 2.6934 1.7390 0.0465 0.1745 -0.0229 0.125
H 1.6223 1.5506 -0.9663 -0.0639 -0.0613 -0.0198 0.130
H 0.7290 0.7030 -3.2670 -0.1613 -0.0986 0.0907 0.140
H -0.1804 -0.7788 -2.8905 0.0956 0.1131 0.1056 0.132
H -1.6748 3.8430 -1.1866 0.0087 0.2588 -0.0154 0.122
H -5.1101 -1.6639 0.9422 -0.1120 0.0148 0.0508 0.124
H -4.0453 -3.8818 0.6364 -0.0536 -0.0715 0.0365 0.107
H -1.8190 -4.0377 -0.4217 0.0499 -0.0827 -0.0137 0.107
H -0.6825 -2.0313 -1.2088 0.1508 -0.0101 -0.0733 0.095
```
Forces are in eV/Å.

Output
Net charge   0
SMILES   C[C@H](CCc1ccco1)NC(=O)Cn1ncc2c(=O)oc3ccccc3c21
Electronic energy   -1238.791977 a.u.

---

Entry from the Open Molecules 2025 dataset: the molecule C2H3BrO2 in a non-equilibrium geometry (ωB97M-V with the def2-TZVPD basis set).

XYZ file:
```
8
Properties=species:S:1:pos:R:3:forces:R:3:lowdin_charge:R:1
C 0.5376 -0.5513 0.4922 1.6055 -1.5343 0.2293 -0.176
C -0.4850 0.1022 -0.4004 0.5375 1.1673 0.0731 -0.598
O 1.4034 -1.2867 -0.1408 -2.2766 2.0177 -0.2116 -0.147
O 2.5251 -2.0526 0.0089 -0.7388 0.5512 1.4732 -0.117
Br -2.1359 -0.7658 0.0340 -0.8257 -0.1377 0.2894 0.680
H 0.3160 -0.3518 1.6477 1.3074 -0.8977 -2.3039 0.175
H -0.4113 -0.0332 -1.5143 0.6195 0.3436 1.3874 0.086
H -0.5254 1.1924 -0.0400 -0.2288 -1.5102 -0.9370 0.098
```
Forces are in eV/Å.

Output
Net charge   0
Electronic energy   -2802.283973 a.u.